The following is a DFT calculation (wB97M-V/def2-TZVPD) of C17H36AsClFN3O4PSi as an isolated structure in a non-equilibrium geometry.

Summary:
calculated total energy = -124117.933 eV
largest force on an atom = 0.02215 hartree/bohr
total charge = -1
2S+1 = 1
orbital gap = 5.558 eV

Positions of all 65 atoms, in Å:
H  5.4315  -5.5068  -0.5775
H  -1.5296  0.8134  -2.3870
C  -0.8701  2.6820  -1.8459
H  4.6154  4.8073  -1.5854
C  3.6101  1.3636  0.1332
H  5.7244  3.9988  0.4761
H  2.3228  -4.5041  -3.3907
C  4.7995  3.5205  0.1431
H  -2.8186  1.8464  -1.7796
N  2.6397  0.8348  -0.1790
O  0.2672  2.6164  -2.2122
H  4.8921  -3.8336  -0.6435
H  -3.1542  -1.3497  -2.5536
H  4.9892  1.9187  1.5948
F  -1.4256  3.9180  -1.6400
H  3.6734  3.3264  -1.7031
C  -2.0189  1.4459  4.0974
C  3.2317  -4.1359  -2.9129
H  -4.7522  -1.7130  -1.9355
H  0.4199  -1.7024  -2.3394
C  5.0605  -4.7281  -1.2444
C  -4.7060  -1.0827  1.0617
C  -3.9271  -0.9937  -1.8700
H  -4.4171  -1.1635  2.1089
C  -2.7448  2.8509  2.2353
H  -1.7531  1.8105  5.0963
O  -2.2705  3.9590  2.2267
C  -2.4815  -2.7805  0.0603
H  -4.5672  1.3415  4.5999
H  -5.4124  -0.2722  0.8774
H  -1.8307  -2.8799  0.9282
H  3.0202  -5.3963  -1.1765
N  -3.0750  2.2791  3.5220
H  5.8422  -4.5087  -1.9751
H  -4.3024  -0.0130  -2.1585
O  -0.3657  -1.4150  -1.8634
H  -4.5305  0.8287  2.8861
H  3.9634  -6.1077  -2.4760
H  -4.0425  1.7259  0.9164
C  2.9181  -2.8845  -2.2227
H  -5.2343  -2.0110  0.8127
C  3.7774  -5.1792  -1.9315
N  2.6878  -1.9145  -1.6521
O  -0.3033  1.9944  0.7550
H  -1.4184  0.1058  1.7609
H  5.4309  3.2759  -1.9198
H  3.9629  -3.9274  -3.6962
H  -1.1119  1.5315  3.5026
As  -1.6197  0.7062  0.3096
H  -2.0185  -3.1309  -0.8594
C  -4.3916  1.6677  3.5731
C  -1.7849  1.5422  -1.6190
H  0.2572  1.5830  1.4183
H  3.9790  4.0015  0.6780
C  -3.0244  2.1215  0.9505
H  -2.3173  0.3973  4.1638
Cl  0.8995  -1.8819  0.9572
C  4.8507  2.0348  0.5189
H  -2.9739  2.9203  0.2118
H  -5.1452  2.4269  3.3503
P  0.2972  -0.5101  -0.5942
H  5.6855  1.5410  0.0169
Si  -3.2121  -1.0469  -0.1124
C  4.6200  3.7416  -1.3540
H  -3.3389  -3.4416  0.2476

Cartesian forces (eV/Å) of the 3 atoms listed first:
0.02 0.00 -0.01
0.08 -0.29 0.28
0.74 -0.63 -0.26

=====

The following is a DFT calculation (wB97M-V/def2-TZVPD) of C17H36AuGeNO5 as an isolated structure in a non-equilibrium geometry.

Summary:
calculated total energy = -90116.261 eV
<S²> = 3.77
largest force on an atom = 0.06132 hartree/bohr
total charge = +3
2S+1 = 4
orbital gap (spin up / spin down) = 9.076 / 4.513 eV

Positions of all 61 atoms, in Å:
C  -1.0529  -5.6234  -0.9597
H  0.5874  4.4716  1.7275
C  -2.2816  -3.5199  -0.5651
C  -1.6961  -2.3248  0.1253
C  -0.6863  3.4056  -2.0592
H  -1.5278  3.8693  -2.6074
C  3.2688  -1.5374  0.2551
H  3.5161  -2.3679  0.9320
C  4.5804  0.3709  1.4963
H  -1.9475  -6.5729  0.8579
N  -2.5999  -4.5405  0.5508
H  -1.1707  2.8876  -1.2215
O  2.6885  0.7461  -0.0416
H  4.5712  1.4487  1.5605
C  -2.3006  2.5934  1.9160
H  -3.2311  -3.2627  -1.0361
H  1.8191  0.6247  2.5192
C  0.8268  2.9630  -4.1119
H  1.4235  2.1507  -4.5163
H  -1.9938  -4.1260  1.3098
C  0.1588  2.4108  -2.8454
H  -0.1025  4.2471  -1.7116
H  -2.7769  3.3457  2.5693
H  -2.6250  1.6293  2.3057
H  1.4173  -0.9991  1.8587
O  -0.0046  1.9522  1.2550
H  -3.1229  -6.3774  -0.4618
H  -2.6497  2.7033  0.8968
H  -1.1206  0.6309  -2.3455
C  3.2182  -0.1777  1.0332
H  0.7044  2.9790  3.5801
H  -0.7865  4.4521  0.5010
H  -0.9154  3.3808  4.1391
C  -0.3524  2.7195  3.4626
H  -1.0578  4.9440  2.2134
C  -2.2427  -5.9178  0.0176
C  -0.6587  1.1665  -3.1908
H  -1.9748  -4.3325  -2.5406
H  5.3951  0.0643  0.8084
C  2.2146  -0.3413  2.1660
H  -0.5509  -3.6324  -1.8040
O  -1.2040  -2.4382  1.2860
C  -0.8332  2.8792  2.0130
H  4.0600  -1.5022  -0.4987
H  4.8118  -0.0502  2.4768
C  -0.4885  4.2721  1.5422
H  -0.8651  -6.4297  -1.6855
H  2.6463  -0.8900  3.0013
H  -1.4330  1.3335  -3.9805
H  0.0660  3.1876  -4.8840
Ge  1.6829  2.1827  -0.2808
C  -1.4129  -4.2666  -1.5957
O  -1.7471  -1.2410  -0.6025
O  1.2278  1.8064  -1.9529
H  2.3063  -1.6888  -0.2694
H  -0.0014  0.3974  -3.6340
H  -3.6067  -4.4690  0.8280
H  -0.1591  -5.5121  -0.3298
H  1.4055  3.8494  -3.9130
Au  -0.9431  0.3125  0.5105
H  -0.4732  1.7637  3.9303

Cartesian forces (eV/Å) of the 3 atoms listed first:
-0.55 0.12 0.80
-0.60 0.09 -0.35
-1.44 -1.15 0.18

=====

The following is a DFT calculation (wB97M-V/def2-TZVPD) of C17H36CrO14 as an isolated structure in a non-equilibrium geometry.

Summary:
calculated total energy = -75296.741 eV
<S²> = 6.01
largest force on an atom = 0.10287 hartree/bohr
energy relative to the best compared isomer or geometry (same formula, charge and spin) = 74.4 kcal/mol
2S+1 = 5
orbital gap (spin up / spin down) = 7.176 / 7.421 eV

Positions of all 68 atoms, in Å:
O  0.5820  2.0518  -1.6808
H  -5.3032  0.8950  -1.6936
C  -0.0756  -2.0715  1.9869
H  3.2193  -1.4089  -1.9786
H  4.0715  0.4840  -0.7103
H  1.2930  -3.4205  -0.5726
O  -3.9537  -0.7343  -1.6421
H  0.9870  5.7304  -1.2169
C  -4.2319  0.7043  -1.6310
H  -3.7116  1.2235  1.9005
O  -0.7704  2.7638  -3.4144
H  1.7866  -4.7409  2.4534
H  -3.7861  1.2866  -0.8246
O  -0.2872  -1.2272  1.1319
H  -1.6859  3.4948  1.5176
H  -1.1043  -3.3746  -2.2545
O  1.6410  1.1778  0.9179
H  2.9645  -3.7193  -0.8696
H  5.2009  1.6909  -0.6536
H  0.0193  1.0537  -3.9897
H  -1.3816  2.2288  2.7065
O  1.4554  -0.8510  -1.3911
C  -1.2575  -0.9676  3.7312
H  1.7665  1.7447  4.7301
H  -2.1134  -4.4449  -1.4073
H  -1.5572  0.7969  -3.3106
H  1.6474  0.3262  3.8263
H  1.8098  -1.7377  -3.9422
H  -1.3679  1.4433  -4.9505
C  2.2596  -1.8848  -1.7772
C  1.0705  4.6462  -1.1414
O  -1.4500  1.6348  0.6750
O  3.9176  1.7140  0.9695
C  -1.7398  -3.4216  -1.3701
H  2.5973  -2.5212  0.2683
O  -0.5854  -2.0664  3.2755
O  2.7961  1.8010  2.8048
Cr  0.0679  0.4198  -0.2832
H  -2.0473  -0.6409  3.0548
H  -1.8896  -1.2699  4.5662
H  0.8055  -4.0518  3.7318
O  0.6504  -3.1940  1.7851
H  0.7381  1.8009  3.3500
C  2.6893  1.5865  1.5246
C  0.8200  -4.2847  2.6671
H  0.0518  -5.0123  2.4051
H  -0.5467  -0.2036  4.0462
H  0.9232  4.2643  -0.1312
C  1.6938  1.4074  3.6962
C  0.0274  2.8992  -2.3618
O  -1.6788  -0.6277  -1.2336
H  2.3865  -3.3111  -3.4828
H  -3.8588  2.9382  1.3758
H  -1.0802  -3.1326  -0.5519
H  0.7602  -2.8520  -3.0605
C  -3.3528  2.2425  2.0451
H  2.0848  4.4455  -1.4862
C  4.1517  1.5279  -0.4070
C  -0.9812  1.4825  -3.9321
H  3.4975  2.1412  -1.0266
O  -2.8447  -2.5186  -1.4958
H  -3.8481  1.0970  -2.5726
O  0.1775  4.1673  -2.2157
C  1.7795  -2.4737  -3.1388
C  2.2518  -2.9150  -0.6875
C  -1.8574  2.4438  1.7497
C  -2.6962  -1.2441  -1.4592
H  -3.5975  2.5678  3.0562

Cartesian forces (eV/Å) of the 3 atoms listed first:
-0.58 0.30 -0.90
-0.01 -0.75 0.37
-0.55 -0.35 0.76